No. 1
Formula: C33H52HfN3O3P2
Source: the OMol25 dataset
Level of theory: the ωB97M-V functional and the def2-TZVPD basis

Calculated values
LUMO level (alpha / beta) = -0.37984 / -0.38024 Eh
E_HOMO (alpha / beta) = -15.27 / -15.26 eV
Maximum force = 9.370 eV Å⁻¹
Charge = +3
Gap between HOMO and LUMO (alpha / beta) = 4.939 / 4.914 eV

CARTESIAN COORDINATES (ANGSTROEM)
C  -1.6865  -1.6678  -1.7684
C  0.5874  -2.1824  -1.5102
C  -1.7861  -2.5089  -2.8673
C  0.4590  -3.2199  -2.4638
C  -0.7258  -3.3738  -3.1547
H  -2.7089  -2.4912  -3.4451
H  1.3447  -3.7986  -2.7132
H  -0.8339  -4.1219  -3.9391
N  -0.5876  -1.6796  -0.9753
P  -2.8374  -0.3295  0.3499
P  2.5435  -0.6622  0.0976
C  -2.7593  -0.6317  -1.4684
H  -2.5172  0.3158  -1.9797
H  -3.7311  -0.9541  -1.8623
C  1.8526  -1.5429  -1.2901
H  2.6603  -2.1182  -1.7691
C  3.9962  0.1376  -0.9556
C  3.2928  -1.5639  1.6946
C  -3.6334  1.3812  0.4728
C  -3.9814  -1.7591  0.8099
C  3.9253  1.6350  -0.6331
H  4.0844  1.8431  0.4323
H  4.7103  2.1551  -1.2042
H  2.9577  2.0549  -0.9278
C  5.3845  -0.4449  -0.6504
H  5.6922  -0.3696  0.3951
H  5.4598  -1.4934  -0.9695
H  6.1262  0.1186  -1.2395
C  3.8284  -0.0269  -2.4774
H  4.5032  0.6816  -2.9794
H  4.0870  -1.0301  -2.8358
H  2.8155  0.2069  -2.8083
C  4.1254  -0.5353  2.4771
H  3.4605  0.1968  2.9532
H  4.6734  -1.0538  3.2798
H  4.8545  0.0198  1.8801
C  2.1973  -2.0360  2.6569
H  1.6931  -1.1973  3.1594
H  1.4639  -2.7032  2.1907
H  2.6828  -2.6127  3.4648
C  4.0674  -2.7851  1.2114
H  4.9450  -2.5338  0.6103
H  4.4232  -3.3524  2.0850
H  3.4178  -3.4467  0.6229
C  -4.4485  -1.5222  2.2528
H  -5.0516  -2.3893  2.5640
H  -3.5973  -1.4444  2.9414
H  -5.0818  -0.6299  2.3458
C  -3.1738  -3.0694  0.7506
H  -2.8734  -3.3241  -0.2725
H  -2.2797  -3.0354  1.3830
H  -3.8200  -3.8795  1.1252
C  -5.1895  -1.9423  -0.1288
H  -5.8331  -2.7210  0.3095
H  -5.7960  -1.0390  -0.2444
H  -4.8929  -2.3014  -1.1228
C  -2.8164  2.3871  -0.3632
H  -2.9405  2.2298  -1.4425
H  -3.1764  3.4026  -0.1336
H  -1.7399  2.3589  -0.1383
C  -3.5888  1.8117  1.9476
H  -2.5539  1.8835  2.3123
H  -4.0507  2.8070  2.0333
H  -4.1379  1.1241  2.6016
C  -5.0800  1.3554  -0.0368
H  -5.1545  0.9701  -1.0639
H  -5.7471  0.7850  0.6235
H  -5.4530  2.3920  -0.0498
Hf  -0.2942  -0.2930  0.8294
C  -0.9079  -1.6145  2.4894
O  -1.1813  -2.1490  3.4984
N  0.4291  0.9081  -0.7018
C  0.9698  0.7525  -1.7922
C  0.9054  1.6357  -2.9550
C  0.6362  2.9881  -2.6769
C  1.0617  1.2125  -4.2913
C  0.5550  3.9192  -3.7122
H  0.4797  3.3050  -1.6400
C  1.0128  2.1591  -5.3204
H  1.2218  0.1514  -4.5018
C  0.7649  3.5097  -5.0363
H  0.3324  4.9631  -3.4823
H  1.1676  1.8447  -6.3558
H  0.7379  4.2454  -5.8428
N  0.9676  3.0783  5.0506
C  0.2289  2.9525  3.7622
C  0.4871  1.5489  3.2953
O  1.2148  0.8223  3.9717
O  -0.0921  1.2143  2.1729
H  0.6500  2.3666  5.7266
H  0.8439  3.9996  5.4804
H  1.9792  2.9380  4.9072
H  -0.8336  3.1332  3.9302
H  0.6132  3.6792  3.0451



No. 2
Formula: C33H54BN5O5P2Sr
Source: the OMol25 dataset
Level of theory: the ωB97M-V functional and the def2-TZVPD basis

Calculated values
LUMO level = -0.00865 Eh
E_HOMO = -6.20 eV
Maximum force = 0.669 eV Å⁻¹
Energy relative to the best compared isomer or geometry (same formula, charge and spin) = 28.7 kJ/mol
Gap between HOMO and LUMO = 5.960 eV

CARTESIAN COORDINATES (ANGSTROEM)
Sr  -0.7634  -0.6647  1.1427
C  1.9449  4.6761  -1.4061
C  1.1816  3.3538  -1.4971
C  2.0632  2.3136  -2.2025
C  -0.0713  3.5615  -2.3620
P  0.6667  2.5543  0.1220
C  2.3119  2.2665  0.9662
N  2.8133  0.9244  0.7784
B  2.0389  -0.2830  1.0423
N  2.9752  -1.3297  0.6181
C  2.6629  -2.7420  0.5899
P  1.0653  -3.0553  -0.3326
C  0.7956  -4.8877  -0.0061
C  -0.6080  -5.2757  -0.4973
C  1.8331  -5.8514  -0.5821
C  0.7949  -5.0472  1.5230
C  1.5495  -2.7603  -2.1274
C  1.4776  -1.2401  -2.3405
C  0.5144  -3.4037  -3.0582
C  2.9517  -3.2191  -2.5340
C  4.1778  -0.7857  0.1955
C  5.3524  -1.3702  -0.2531
C  6.4131  -0.5472  -0.6307
C  6.3046  0.8335  -0.5515
C  5.1349  1.4327  -0.0855
C  4.0718  0.6233  0.2859
C  -0.0608  3.8435  1.2798
C  0.8836  4.9515  1.7578
C  -1.3060  4.4816  0.6525
C  -0.5291  3.0300  2.4978
H  2.3432  4.9275  -2.3942
H  2.7932  4.6358  -0.7194
H  1.2963  5.4980  -1.1005
H  2.2970  2.6799  -3.2067
H  1.5448  1.3563  -2.3048
H  3.0083  2.1353  -1.6849
H  0.2325  3.7909  -3.3882
H  -0.6871  4.3878  -2.0130
H  -0.6940  2.6632  -2.3905
H  2.1786  2.4663  2.0324
H  3.0441  2.9963  0.6168
H  2.5356  -3.1177  1.6088
H  3.4820  -3.3125  0.1479
H  -0.7029  -5.2349  -1.5784
H  -1.3678  -4.6217  -0.0619
H  -0.8227  -6.3034  -0.1869
H  1.8131  -5.8866  -1.6702
H  1.6256  -6.8641  -0.2201
H  2.8488  -5.5964  -0.2700
H  0.1913  -4.2793  2.0133
H  1.8028  -5.0189  1.9407
H  0.3609  -6.0199  1.7728
H  0.4893  -0.8379  -2.0989
H  1.6746  -1.0189  -3.3951
H  2.2173  -0.7120  -1.7359
H  -0.5099  -3.1498  -2.7731
H  0.6006  -4.4882  -3.0931
H  0.6762  -3.0290  -4.0733
H  3.7240  -2.6355  -2.0314
H  3.0779  -3.0556  -3.6092
H  3.1328  -4.2748  -2.3399
H  5.4554  -2.4477  -0.3037
H  7.3335  -0.9965  -0.9833
H  7.1406  1.4568  -0.8447
H  5.0626  2.5113  -0.0106
H  1.0618  5.6920  0.9789
H  1.8538  4.5744  2.0869
H  0.4345  5.4747  2.6084
H  -1.0444  5.2151  -0.1092
H  -1.8697  5.0061  1.4312
H  -1.9702  3.7394  0.1999
H  0.2870  2.5006  2.9984
H  -1.2959  2.3009  2.2206
H  -0.9801  3.7050  3.2319
O  -2.5316  0.2101  -0.2930
C  -3.1933  0.6377  0.6864
O  -2.9579  0.3145  1.8833
C  -4.2933  1.6356  0.4179
C  -4.9453  2.2594  1.4764
C  -5.9257  3.2107  1.2410
C  -6.2681  3.5481  -0.0615
C  -5.6066  2.9050  -1.0899
C  -4.6214  1.9585  -0.8915
N  -5.9748  3.2564  -2.4851
O  -6.7423  4.1818  -2.6464
O  -5.4591  2.6212  -3.3782
H  -4.6545  1.9811  2.4817
H  -6.4254  3.6970  2.0685
H  -7.0232  4.2882  -0.2786
H  -4.1173  1.4868  -1.7217
C  -5.3206  -3.1676  3.1254
N  -4.1325  -3.1183  2.3005
C  -2.8984  -2.7703  2.7187
N  -2.7576  -2.4751  4.0435
O  -1.9381  -2.7520  1.9318
H  -6.1088  -3.6737  2.5752
H  -5.6792  -2.1682  3.3866
H  -5.1349  -3.7383  4.0361
H  -4.1950  -3.2878  1.3118
H  -3.5486  -2.1223  4.5542
H  -1.8622  -2.1144  4.3237